Model one:
The ion CH4NS2 with charge +1, computed with ωB97M-V with the def2-TZVPD basis set.

Last column: Mulliken charge in e.
CARTESIAN COORDINATES (ANGSTROEM)
N: -0.01793 0.64075 0.52253  -0.355
C: 0.05580 -0.15985 -0.72055  -0.043
S: 0.78938 -1.86275 -0.13618  -0.079
S: -1.20926 -1.40051 -0.88233  -0.024
H: 0.70554 0.19811 1.16395  0.371
H: -0.83035 0.54888 1.12030  0.362
H: -0.11073 1.63788 0.48611  0.343
H: 0.61755 0.39750 -1.55382  0.425

Calculated values
- Structure (SMILES): [NH3+]C1SS1
- HOMO: -13.703 eV
- Gap between HOMO and LUMO: 8.420 eV
- Lowest unoccupied orbital energy: -5.283 eV
- Charge: +1



Model two:
A cluster of 2 separate species, CH4NS2 in total, computed with ωB97M-V with the def2-TZVPD basis set.

Last column: Mulliken charge in e.
CARTESIAN COORDINATES (ANGSTROEM)
C: 0.46981 0.01874 0.41151  -0.205
N: -0.60980 0.02999 -0.54303  -0.258
S: 1.94212 -0.95300 0.09521  0.019
S: 1.92415 1.15796 0.14655  0.035
H: -1.07384 -0.21619 2.04500  0.218
H: -1.27286 -0.82535 -0.24183  0.456
H: -0.18759 -0.14325 -1.39920  0.334
H: -1.19200 0.93111 -0.51421  0.401

Calculated values
- HOMO: -13.630 eV
- Gap between HOMO and LUMO: 6.726 eV
- Lowest unoccupied orbital energy: -6.904 eV
- Charge: +1



In terms of stability, model one leads; the second structure lies 425.1 kJ/mol higher.



Model one:
The ion C3H8N3 with charge +1, computed with ωB97M-V with the def2-TZVPD basis set.

Last column: Mulliken charge in e.
CARTESIAN COORDINATES (ANGSTROEM)
C: -1.31281 -0.32957 1.45846  -0.923
N: -0.17935 -0.54430 0.60226  -0.211
C: 0.03519 0.28331 -0.44268  0.078
N: 1.69471 0.74098 -0.76588  -0.361
C: 1.46075 0.21574 -1.92713  -0.019
N: 0.22898 -0.30084 -1.76285  -0.243
H: -1.08695 -0.53871 2.45794  0.289
H: -1.68143 0.65693 1.42579  0.347
H: -2.04943 -0.89891 1.04192  0.412
H: 0.09438 -1.45258 0.67506  0.214
H: -0.51239 1.20975 -0.49141  0.433
H: 1.94518 1.69115 -0.53382  0.297
H: 2.02518 0.04975 -2.82945  0.393
H: -0.40334 -0.46055 -2.55782  0.294

Calculated values
- Structure (SMILES): CN[C@H]1NC=[NH+]1
- HOMO: -14.267 eV
- Gap between HOMO and LUMO: 10.218 eV
- Lowest unoccupied orbital energy: -4.049 eV
- Charge: +1



Model two:
A cluster of 2 separate species, C3H8N3 in total, computed with ωB97M-V with the def2-TZVPD basis set.

Last column: Mulliken charge in e.
CARTESIAN COORDINATES (ANGSTROEM)
C: 2.76761 0.63336 0.01353  -0.060
C: 0.08196 -0.57509 -0.11318  0.442
C: -2.13993 0.65066 0.26152  -0.919
N: 2.31677 -0.49075 -0.21590  -0.323
N: -0.57328 0.52502 0.14456  -0.128
N: -0.20394 -1.83736 -0.27281  -0.275
H: 3.88901 0.47676 0.17174  0.261
H: 2.53902 1.71677 0.10007  0.232
H: -2.61896 0.07893 1.05653  0.333
H: -2.61935 1.69655 0.35867  0.307
H: -2.48805 0.24678 -0.62398  0.394
H: -0.14127 1.43381 0.07702  0.241
H: 0.31810 -2.48323 -0.81020  0.261
H: -1.12770 -2.07221 -0.14760  0.234

Calculated values
- HOMO (spin up / spin down): -14.046 / -13.960 eV
- Gap between HOMO and LUMO (spin up / spin down): 9.231 / 8.930 eV
- Lowest unoccupied orbital energy (spin up / spin down): -4.815 / -5.030 eV
- Charge: +1



In terms of stability, model one leads; the second structure lies 201.7 kJ/mol higher.



Model one:
The ion C3H8N3 with charge +1, computed with ωB97M-V with the def2-TZVPD basis set.

Last column: Mulliken charge in e.
CARTESIAN COORDINATES (ANGSTROEM)
N: 2.15734 -0.03766 -0.95000  -0.388
C: 0.74469 -0.40549 -0.91943  -0.350
N: -0.00958 0.55570 0.13804  -0.303
C: -1.39323 0.23433 0.48155  -0.051
C: -1.85504 -0.51435 1.71733  -0.059
N: -2.01986 0.70775 1.74028  -0.377
H: 2.47430 0.32778 -1.78336  0.191
H: 2.67967 -0.19067 -0.16116  0.182
H: 0.31883 -0.22496 -1.95204  0.368
H: 0.56677 -1.36334 -0.45431  0.327
H: -0.06108 1.43682 -0.37690  0.370
H: 0.68061 0.79466 0.94914  0.423
H: -1.97038 0.15486 -0.51387  0.358
H: -2.31306 -1.47542 2.08474  0.310

Calculated values
- Structure (SMILES): NC[NH2+][C@H]1C=N1
- HOMO: -14.430 eV
- Gap between HOMO and LUMO: 10.859 eV
- Lowest unoccupied orbital energy: -3.571 eV
- Charge: +1



Model two:
A structure of composition C3H8N3, computed with ωB97M-V with the def2-TZVPD basis set.

Last column: Mulliken charge in e.
CARTESIAN COORDINATES (ANGSTROEM)
C: -0.21978 0.28331 -1.20773  -0.765
C: -1.21613 0.18735 0.02206  -0.414
C: 1.06043 0.11729 -0.40409  0.260
N: 0.74643 0.89374 0.83942  -0.465
N: 0.80378 -1.10356 0.36574  -0.392
N: -0.16541 -0.23276 0.99368  -0.114
H: -0.54214 -0.38184 -1.93062  0.355
H: -0.51426 1.16761 -1.65126  0.366
H: -1.62581 1.11846 0.15813  0.328
H: -1.89965 -0.63055 -0.08813  0.359
H: 2.11808 0.13481 -0.90346  0.393
H: 1.59299 1.00270 1.34206  0.292
H: 0.35230 -1.92691 0.05380  0.264
H: -0.49083 -0.62965 2.41040  0.534

Calculated values
- HOMO: -15.724 eV
- Gap between HOMO and LUMO: 10.250 eV
- Lowest unoccupied orbital energy: -5.474 eV
- Charge: +1



In terms of stability, model one leads; the second structure lies 317.6 kJ/mol higher.